# 1
Molecular formula: C12H17CdS4
Method: DFT, ωB97M-V with the def2-TZVPD basis set

Positions of all 34 atoms, in Å:
Cd1 0.845 0.711 0.021
C1 -2.219 -1.332 1.174
C2 -2.640 0.124 1.014
S1 -1.912 1.083 -0.346
C3 -2.358 0.094 -1.799
C4 -1.201 -0.190 -2.739
S2 0.247 -1.046 -2.066
C5 -0.467 -2.576 -1.385
C6 -0.118 -2.872 0.068
S3 -0.423 -1.562 1.271
H1 -2.604 -1.960 0.372
H2 -2.639 -1.701 2.109
H3 -2.385 0.700 1.904
H4 -3.722 0.179 0.883
H5 -3.105 0.663 -2.353
H6 -2.837 -0.817 -1.447
H7 -0.790 0.741 -3.133
H8 -1.560 -0.773 -3.588
H9 -0.080 -3.386 -2.002
H10 -1.543 -2.529 -1.542
H11 0.949 -3.076 0.172
H12 -0.656 -3.763 0.392
S4 2.082 0.957 2.028
C7 3.291 2.244 1.769
C8 4.574 1.911 1.344
C9 5.536 2.902 1.217
C10 5.224 4.221 1.517
C11 3.947 4.549 1.950
C12 2.979 3.564 2.079
H13 4.814 0.880 1.120
H14 6.535 2.644 0.892
H15 5.977 4.991 1.417
H16 3.706 5.575 2.195
H17 1.985 3.812 2.426

Results
E_HOMO ... -11.0405 eV
Net charge ... +1
E_tot ... -2227.73832 Ha
HOMO-LUMO gap ... 7.09 eV



# 2
Molecular formula: C12H17ClF2N3O8S6
Method: DFT, ωB97M-V with the def2-TZVPD basis set

Positions of all 49 atoms, in Å:
O1 3.866 -3.508 2.757
S1 2.826 -3.030 1.859
O2 3.077 -3.310 0.466
O3 1.286 -3.373 2.428
C1 1.014 -2.173 3.202
C2 -0.367 -1.998 3.933
C3 -1.350 -3.220 3.805
C4 -0.783 -4.587 4.362
Cl1 -1.002 -5.835 3.014
C5 1.442 -1.024 2.176
S2 0.416 -1.471 0.671
C6 1.386 0.466 2.700
C7 1.254 1.556 1.565
C8 2.602 1.845 0.780
S3 2.981 0.613 -0.552
C9 2.973 1.485 -2.156
S4 4.280 2.319 -2.717
N1 1.772 1.444 -2.914
C10 1.632 1.950 -4.225
C11 0.240 1.714 -4.512
N2 -0.455 1.050 -3.447
C12 0.528 0.918 -2.530
O4 2.857 -1.348 2.020
H1 1.767 -2.193 4.047
H2 -0.881 -1.120 3.435
H3 -0.202 -1.670 4.998
H4 -2.249 -2.970 4.446
H5 -1.761 -3.300 2.760
H6 0.328 -4.548 4.523
H7 -1.338 -4.993 5.240
H8 -0.592 -0.530 0.636
H9 2.331 0.612 3.301
H10 0.539 0.535 3.430
H11 0.451 1.331 0.822
H12 0.951 2.516 2.081
H13 2.446 2.835 0.261
H14 3.469 1.970 1.480
H15 2.362 2.425 -4.908
H16 -0.216 2.033 -5.474
H17 0.310 0.446 -1.551
N3 -5.284 2.983 -5.130
S5 -4.202 1.846 -5.294
O5 -3.947 1.019 -4.151
O6 -3.076 2.125 -6.143
F1 -5.033 0.838 -6.217
S6 -4.794 4.139 -4.184
O7 -5.856 5.007 -3.759
O8 -3.561 4.795 -4.514
F2 -4.437 3.387 -2.822

Results
E_HOMO ... -6.6075 eV
Net charge ... -1
E_tot ... -4282.65307 Ha
HOMO-LUMO gap ... 7.43 eV
ΔE to the lowest compared entry with this formula, charge and spin ... 42.0 kcal per mole



# 3
Molecular formula: C12H17ClO2
Method: DFT, ωB97M-V with the def2-TZVPD basis set

Positions of all 32 atoms, in Å:
C1 3.715 -0.880 0.992
C2 2.705 -0.648 1.940
C3 3.615 -0.595 -0.331
C4 1.645 0.033 1.431
C5 2.542 0.108 -0.827
C6 1.434 0.408 0.056
C7 -3.139 -2.217 -0.157
C8 0.145 2.582 0.602
C9 -2.748 -1.198 -1.289
C10 -1.393 -0.529 -1.154
C11 0.227 1.267 -0.199
C12 -1.208 0.500 0.046
O1 0.174 1.724 -1.530
O2 -1.210 -0.077 1.245
Cl1 -2.670 1.555 -0.097
H1 4.646 -1.385 1.279
H2 2.721 -0.689 2.995
H3 4.394 -0.893 -0.880
H4 0.786 0.200 2.158
H5 2.501 0.465 -1.788
H6 -2.288 -2.886 0.000
H7 -3.229 -1.714 0.757
H8 -3.961 -2.651 -0.627
H9 1.195 3.075 0.489
H10 -0.048 2.474 1.644
H11 -0.631 3.205 0.155
H12 -3.559 -0.412 -1.313
H13 -2.747 -1.485 -2.395
H14 -0.671 -1.293 -0.976
H15 -1.154 0.091 -2.069
H16 0.055 2.679 -1.512
H17 -1.845 -0.814 1.353

Results
E_HOMO (alpha / beta) ... -4.9307 / -9.3692 eV
Net charge ... 0
E_tot ... -1077.91021 Ha
2S+1 ... 3
HOMO-LUMO gap (alpha / beta) ... 5.68 / 6.84 eV



# 4
Molecular formula: C12H17FN3O3
Method: DFT, ωB97M-V with the def2-TZVPD basis set

Positions of all 36 atoms, in Å:
C1 2.150 -4.048 -0.109
C2 1.628 -2.541 -0.141
C3 2.371 -1.375 0.555
C4 1.730 0.030 0.476
C5 0.405 0.357 -0.258
C6 -0.319 -0.829 -0.948
C7 -1.720 -0.492 -1.676
N1 -2.814 -0.875 -0.720
C8 -2.904 -2.101 -0.148
N2 -2.714 -2.237 1.299
N3 -3.136 -3.334 -0.879
C9 0.304 -2.253 -0.891
H1 2.706 -4.227 -1.105
H2 2.882 -4.213 0.766
H3 1.319 -4.831 -0.062
H4 3.353 -1.535 1.107
H5 2.275 0.892 1.005
H6 -0.039 1.412 -0.299
H7 -1.803 0.646 -1.834
H8 -1.813 -0.960 -2.712
H9 -3.499 -0.159 -0.454
H10 -2.426 -3.213 1.517
H11 -1.875 -1.679 1.566
H12 -2.684 -4.111 -0.352
H13 -2.581 -3.249 -1.757
H14 -0.262 -3.110 -1.405
C10 0.799 4.915 -0.216
C11 0.986 5.698 1.044
O1 0.765 4.737 2.057
C12 1.140 3.546 1.516
O2 1.349 2.554 2.154
O3 1.258 3.622 0.160
F1 0.048 6.667 1.157
H15 -0.248 4.853 -0.523
H16 1.385 5.313 -1.046
H17 1.983 6.133 1.160

Results
E_HOMO ... -11.7239 eV
Net charge ... +1
E_tot ... -956.92966 Ha
HOMO-LUMO gap ... 7.15 eV
ΔE to the lowest compared entry with this formula, charge and spin ... 0.0 kcal per mole



# 5
Molecular formula: C12H17N
Method: DFT, ωB97M-V with the def2-TZVPD basis set

Positions of all 30 atoms, in Å:
C1 -0.679 -2.951 -3.136
C2 -1.666 -0.654 -0.304
C3 -0.559 -1.251 -1.150
C4 -1.311 -2.017 -2.141
C5 -2.634 -1.809 -1.933
C6 0.009 0.770 0.577
C7 -1.168 0.168 0.764
C8 1.151 0.102 -0.078
C9 0.855 -0.963 -0.877
N1 -2.873 -0.954 -0.882
H1 -0.213 1.824 0.966
H2 -1.842 0.506 1.603
H3 2.225 0.196 0.195
H4 1.674 -1.484 -1.408
H5 -3.751 -0.558 -0.675
H6 -3.370 -2.481 -2.256
H7 -1.026 -3.957 -2.902
H8 0.375 -3.040 -3.098
H9 -1.216 -2.621 -4.072
C10 2.277 2.985 3.147
C11 3.527 3.162 2.316
C12 1.460 1.980 2.415
H10 2.489 2.528 4.183
H11 1.700 3.924 3.260
H12 3.454 3.558 1.285
H13 0.390 1.957 2.900
H14 1.544 2.342 1.302
H15 3.848 2.029 2.086
H16 4.230 3.748 2.672
H17 2.016 1.078 2.536

Results
E_HOMO ... -7.3496 eV
SMILES ... Cc1c[nH]c2ccccc12.CCC
Net charge ... 0
E_tot ... -522.04688 Ha
HOMO-LUMO gap ... 8.16 eV
ΔE to the lowest compared entry with this formula, charge and spin ... 108.8 kcal per mole



# 6
Molecular formula: C12H17N
Method: DFT, ωB97M-V with the def2-TZVPD basis set

Positions of all 30 atoms, in Å:
C1 2.561 -2.185 -1.877
C2 3.010 -1.115 -0.841
C3 1.382 -1.829 -2.818
H1 2.234 -3.027 -1.271
H2 3.388 -2.419 -2.532
H3 2.127 -0.914 -0.211
H4 3.697 -1.551 -0.105
H5 0.696 -1.033 -2.516
H6 3.459 -0.267 -1.339
H7 0.739 -2.648 -3.122
H8 1.886 -1.533 -3.748
C4 1.351 2.079 -0.670
C5 -1.851 0.688 0.730
C6 -0.444 0.448 0.510
C7 0.013 1.591 -0.263
C8 -1.075 2.311 -0.550
C9 -2.506 -0.067 1.667
C10 -1.865 -1.075 2.423
C11 -0.540 -1.297 2.178
C12 0.164 -0.612 1.178
N1 -2.261 1.760 -0.049
H9 -3.560 0.107 1.886
H10 -2.559 -1.477 3.134
H11 -3.102 2.307 -0.002
H12 0.074 -1.998 2.722
H13 -1.138 3.257 -1.073
H14 1.175 -0.882 0.908
H15 1.375 2.335 -1.729
H16 2.176 1.361 -0.606
H17 1.772 2.949 -0.153

Results
E_HOMO ... -7.7916 eV
SMILES ... Cc1c[nH]c2ccccc12.CCC
Net charge ... 0
E_tot ... -522.16898 Ha
HOMO-LUMO gap ... 8.73 eV
ΔE to the lowest compared entry with this formula, charge and spin ... 32.2 kcal per mole